{
  "formula": "C60H60N11O2P4SSe2W",
  "method": "ωB97M-V/def2-TZVPD",
  "species": ["W", "O", "N", "C", "C", "C", "C", "C", "S", "H", "H", "H", "H", "Se", "P", "C", "C", "C", "C", "C", "C", "C", "C", "C", "C", "C", "C", "C", "C", "N", "N", "N", "P", "Se", "C", "C", "C", "C", "C", "C", "C", "C", "C", "C", "C", "C", "H", "H", "H", "H", "H", "H", "H", "H", "H", "H", "H", "H", "H", "H", "H", "H", "H", "H", "H", "H", "C", "O", "C", "C", "C", "C", "C", "C", "C", "N", "C", "C", "N", "C", "C", "C", "C", "N", "C", "C", "N", "C", "C", "C", "C", "H", "H", "H", "H", "H", "H", "H", "H", "H", "H", "H", "H", "H", "H", "C", "N", "C", "N", "C", "N", "C", "P", "C", "C", "H", "H", "H", "H", "H", "H", "H", "H", "H", "H", "H", "H", "H", "C", "P", "C", "C", "H", "H", "H", "H", "H", "H", "H", "H", "H"],
  "positions_angstrom": [[-1.2671, 0.1147, 0.2208], [-1.5275, -0.7027, -1.8405], [-1.5702, -0.3029, -3.0969], [-1.7512, -1.2934, -4.0043], [-1.8043, -1.0284, -5.3389], [-1.6701, 0.2947, -5.7652], [-1.5020, 1.2887, -4.8321], [-1.4565, 1.0039, -3.4538], [-1.2682, 2.1838, -2.2360], [-1.8454, -2.2816, -3.5792], [-1.9459, -1.8436, -6.0366], [-1.7028, 0.5349, -6.8227], [-1.4006, 2.3246, -5.1211], [4.6801, 1.5095, 2.2951], [4.3706, 2.2047, 0.3296], [5.2658, 1.2611, -0.9317], [6.4479, 0.6478, -0.5235], [7.2628, 0.0160, -1.4558], [6.8989, -0.0071, -2.7948], [5.7164, 0.5960, -3.2053], [4.9003, 1.2350, -2.2819], [4.8856, 3.9246, 0.0860], [4.7512, 4.8016, 1.1573], [5.1181, 6.1312, 1.0257], [5.6386, 6.5914, -0.1765], [5.8148, 5.7135, -1.2384], [5.4417, 4.3776, -1.1131], [2.5943, 1.9721, -0.0912], [1.3886, 2.2675, 0.5686], [0.4677, 1.4082, 0.0288], [1.0665, 0.7118, -0.9354], [2.3194, 1.0319, -1.0282], [0.7433, 3.7076, 1.4427], [-1.2815, 3.2942, 1.9821], [1.6170, 4.1526, 2.9514], [1.6417, 3.2225, 3.9906], [2.2330, 3.5463, 5.1976], [2.7978, 4.8077, 5.3754], [2.7513, 5.7427, 4.3541], [2.1556, 5.4199, 3.1383], [0.8184, 5.0814, 0.2777], [1.4947, 5.0159, -0.9367], [1.5314, 6.1307, -1.7674], [0.9118, 7.3095, -1.3814], [0.2138, 7.3726, -0.1789], [0.1547, 6.2594, 0.6448], [6.7222, 0.6635, 0.5241], [8.1838, -0.4554, -1.1329], [7.5391, -0.4921, -3.5236], [5.4290, 0.5738, -4.2511], [3.9838, 1.7016, -2.6089], [4.3986, 4.4203, 2.1054], [5.0123, 6.8072, 1.8671], [5.9248, 7.6331, -0.2818], [6.2630, 6.0592, -2.1631], [5.5972, 3.6988, -1.9398], [1.1961, 2.2494, 3.8428], [2.2581, 2.8201, 6.0025], [3.2710, 5.0613, 6.3189], [3.1783, 6.7286, 4.5015], [2.1147, 6.1570, 2.3464], [1.9805, 4.1020, -1.2484], [2.0559, 6.0728, -2.7163], [0.9658, 8.1837, -2.0224], [-0.2834, 8.2906, 0.1160], [-0.4112, 6.2906, 1.5686], [0.7492, -13.4073, -0.8611], [-0.5154, -12.7432, -0.9530], [-0.5102, -11.4051, -0.9080], [0.6492, -10.6415, -0.9045], [0.5527, -9.2586, -0.8389], [-0.6785, -8.6197, -0.7800], [-1.8411, -9.4036, -0.8086], [-1.7589, -10.7753, -0.8731], [-0.7904, -7.1570, -0.6633], [-1.9072, -6.4546, -0.6946], [-1.5189, -5.1529, -0.5024], [-0.1665, -5.0478, -0.3469], [0.2888, -6.3374, -0.4468], [0.4900, -3.8194, -0.0347], [1.8683, -3.6604, 0.1914], [2.3386, -2.4424, 0.5874], [1.4501, -1.3721, 0.7074], [0.1658, -1.4768, 0.4269], [-0.3244, -2.6928, 0.0841], [-1.7587, -2.7825, -0.0577], [-2.4926, -1.6619, 0.2097], [-3.8034, -1.7719, 0.1919], [-4.4813, -2.9371, -0.1424], [-3.7596, -4.0630, -0.4353], [-2.3632, -4.0035, -0.3567], [0.5306, -14.4630, -0.7681], [1.3014, -13.0739, 0.0177], [1.3470, -13.2395, -1.7574], [1.6244, -11.1098, -0.9625], [1.4744, -8.6831, -0.8546], [-2.8046, -8.9099, -0.7749], [-2.6490, -11.3986, -0.8908], [1.2430, -6.6452, -0.3834], [2.5490, -4.4970, 0.0592], [3.3893, -2.2779, 0.8028], [1.8108, -0.4093, 1.0430], [-4.3563, -0.8977, 0.4829], [-5.5653, -2.9390, -0.1526], [-4.2318, -5.0050, -0.6982], [-5.6563, 3.5985, 0.9099], [-4.9424, 3.8704, -0.4180], [-5.7338, 3.1845, -1.5386], [-5.8326, 1.7895, -1.2760], [-6.4919, 1.5621, 0.0135], [-5.7716, 2.1980, 1.1183], [-4.4711, 1.5528, 1.3718], [-3.3065, 1.5444, -0.1048], [-3.5065, 3.3931, -0.4084], [-4.5513, 1.0694, -1.4171], [-6.6349, 4.0640, 0.8404], [-5.0689, 4.0698, 1.6917], [-4.9294, 4.8763, -0.5822], [-5.2108, 3.3780, -2.4696], [-6.7175, 3.6460, -1.5608], [-6.5569, 0.4902, 0.1973], [-7.5027, 1.9648, -0.0298], [-4.6526, 0.5421, 1.7342], [-3.9582, 2.0802, 2.1715], [-3.0774, 3.6235, -1.3734], [-2.9577, 3.9388, 0.3532], [-4.7421, 0.0003, -1.4067], [-4.1073, 1.3059, -2.3817], [0.3372, -0.7847, 3.5375], [-1.2732, -0.3652, 2.7777], [-2.1584, -1.9376, 3.1058], [-2.0157, 0.6252, 4.1177], [0.1918, -0.8317, 4.6158], [1.1094, -0.0469, 3.3187], [0.6780, -1.7568, 3.1888], [-2.0105, -2.2070, 4.1506], [-1.7787, -2.7480, 2.4846], [-3.2260, -1.8188, 2.9204], [-2.0957, -0.0165, 4.9984], [-3.0084, 0.9835, 3.8435], [-1.3947, 1.4825, 4.3480]],
  "forces_ev_per_angstrom": [[-0.7, 2.6, -0.9], [0.1, -0.5, 0.9], [0.0, 0.2, -0.3], [0.0, 0.0, 0.0], [0.0, -0.1, -0.2], [0.0, 0.2, -0.1], [0.0, -0.1, -0.1], [0.0, -0.1, 0.1], [-0.1, -0.1, 0.1], [0.0, 0.1, 0.1], [0.0, 0.1, 0.1], [0.0, 0.0, 0.1], [0.0, 0.0, 0.0], [-0.2, 0.0, 0.1], [-0.1, -0.1, -0.1], [0.1, 0.0, -0.1], [0.0, -0.1, -0.1], [0.0, 0.0, 0.0], [0.0, 0.0, 0.0], [-0.1, 0.1, 0.0], [0.2, 0.0, 0.0], [-0.1, 0.1, -0.1], [0.0, 0.0, 0.1], [0.0, 0.1, 0.0], [0.0, 0.1, 0.0], [0.0, -0.2, 0.0], [-0.1, 0.2, 0.1], [0.0, 0.1, 0.0], [0.1, -0.2, -0.1], [0.7, -0.2, -0.1], [0.2, 0.3, -0.2], [0.0, -0.1, 0.4], [-0.2, -0.2, 0.1], [0.1, -0.3, 0.4], [0.1, -0.1, -0.1], [0.1, 0.1, 0.0], [0.0, 0.0, 0.0], [0.0, -0.1, 0.1], [0.0, 0.0, -0.1], [0.1, 0.1, 0.1], [0.0, 0.2, 0.0], [0.0, 0.1, 0.0], [0.1, 0.0, 0.0], [0.0, 0.0, -0.1], [0.0, 0.0, 0.1], [0.0, 0.0, -0.2], [0.0, 0.0, 0.0], [-0.1, 0.0, 0.0], [-0.1, 0.0, 0.1], [0.0, 0.0, 0.1], [0.0, 0.0, 0.0], [0.0, 0.0, 0.0], [0.0, 0.0, 0.0], [0.0, -0.1, 0.0], [-0.1, 0.0, 0.1], [0.0, 0.0, 0.0], [0.0, -0.1, 0.0], [0.0, 0.1, -0.1], [-0.1, 0.0, -0.1], [0.0, -0.1, 0.0], [0.1, 0.0, 0.0], [0.0, 0.0, 0.0], [-0.1, 0.0, 0.1], [0.0, -0.1, 0.1], [0.0, -0.1, 0.0], [0.0, 0.0, 0.0], [-0.2, 0.1, 0.0], [0.2, -0.3, 0.1], [0.0, 0.1, 0.0], [0.3, 0.2, 0.0], [0.1, 0.0, 0.0], [-0.1, 0.3, 0.0], [0.0, 0.1, 0.0], [-0.2, 0.0, 0.0], [-0.2, 0.0, 0.1], [0.1, 0.1, -0.1], [-0.7, -0.1, -0.1], [0.3, -0.1, 0.1], [0.4, -0.1, -0.1], [0.1, -0.3, -0.1], [0.1, -0.3, -0.1], [0.2, 0.2, 0.1], [0.4, 0.1, 0.1], [0.1, -0.7, -0.3], [-0.2, 0.0, 0.1], [0.0, 0.0, 0.1], [0.3, -1.0, 0.1], [-0.3, 0.1, 0.1], [-0.3, -0.1, 0.0], [0.0, -0.2, -0.1], [0.0, -0.3, -0.1], [-0.1, -0.1, 0.0], [0.0, 0.0, 0.0], [0.0, 0.0, 0.0], [-0.1, 0.1, 0.0], [0.0, -0.1, 0.0], [0.0, -0.1, 0.0], [0.1, 0.1, 0.0], [0.0, 0.0, 0.0], [-0.1, 0.1, 0.1], [-0.1, 0.0, 0.0], [0.0, 0.0, 0.0], [-0.1, 0.1, 0.0], [0.1, 0.0, 0.0], [0.0, 0.1, 0.1], [0.2, -0.3, -0.2], [0.1, -0.3, -0.1], [0.1, -0.2, 0.2], [0.0, -0.1, 0.0], [0.3, 0.1, -0.1], [0.1, -0.2, 0.1], [-0.2, 0.1, -0.4], [-0.7, 0.2, 0.4], [-0.1, -0.1, 0.1], [-0.1, 0.2, 0.2], [-0.1, 0.1, 0.0], [0.1, 0.1, 0.1], [0.0, 0.1, 0.0], [0.1, 0.0, -0.1], [-0.1, 0.1, 0.0], [0.0, 0.0, 0.0], [-0.1, 0.0, 0.0], [0.0, 0.0, 0.0], [0.1, 0.1, 0.1], [0.0, 0.1, -0.3], [-0.1, 0.1, 0.0], [-0.1, -0.1, 0.0], [0.0, 0.0, -0.1], [0.0, 0.2, -0.1], [-0.2, -0.2, -0.1], [0.1, 0.0, -0.1], [-0.1, 0.1, -0.1], [0.0, 0.0, 0.1], [0.0, 0.0, 0.0], [0.0, 0.0, 0.0], [0.0, 0.0, 0.0], [0.0, 0.0, 0.1], [0.0, 0.0, 0.0], [0.0, 0.1, -0.1], [0.1, 0.0, 0.0], [0.1, 0.2, 0.0]],
  "relative_energy_kcal_mol": 64.6,
  "e_lumo_ev": [-5.642, -5.486],
  "largest_force_ev_per_a": 2.79,
  "charge": 2,
  "s2": 0.756,
  "multiplicity": 2,
  "energy_ha": -9708.33011
}